Entry 1:
Entry from the OMol25 dataset: a cluster of 2 separate species, C3H7O4PS in total at a distorted geometry (ωB97M-V/def2-TZVPD).

Each line ends with the natural charge from an NBO analysis.
Geometry (Å):
C 0.5992 0.1598 1.7502  -0.73
C 0.5610 0.4941 0.3359  0.36
C -0.5097 0.0274 -0.3731  -0.74
O -1.2652 -0.4999 -2.8403  -1.04
O 0.2994 1.5213 -2.7463  -1.21
O -2.1025 1.7128 -1.9037  -1.21
O 1.5935 1.2270 -0.0918  -0.71
P -0.8590 0.8918 -2.0113  2.30
S 0.3355 -3.0175 2.7065  -1.02
H -0.3748 0.3594 2.2305  0.21
H 0.6864 -0.9091 1.9861  0.30
H 1.4333 0.4694 2.2682  0.20
H 1.6065 -2.8154 2.8901  0.07
H -1.4514 -0.3766 0.0310  0.23
H 1.5743 1.2946 -1.0634  0.52
H -2.1266 -0.5391 -3.1686  0.47

Properties
ΔE to the lowest compared entry with this formula, charge and spin: 0.0 kJ/mol
HOMO-LUMO gap: 6.61 eV
Total charge: -2
LUMO level: 6.23 eV

Entry 2:
Entry from the OMol25 dataset: a structure of composition C30H50BeBrN3P2S at a distorted geometry (ωB97M-V/def2-TZVPD).

Each line ends with the Löwdin charge.
Geometry (Å):
C -0.6273 7.3895 -4.8741  -0.01
C -0.8047 6.0124 -5.1240  -0.23
C -1.1154 5.6237 -6.4441  -0.01
C -1.2313 6.6147 -7.4323  -0.13
N -1.0623 7.9235 -7.1934  0.06
C -0.7669 8.2944 -5.9389  -0.13
C -0.6736 5.0399 -4.0711  0.06
C -0.5632 4.2205 -3.1837  0.04
C -0.4325 3.2527 -2.1353  -0.22
C 0.6309 3.3313 -1.2084  -0.02
C 0.7514 2.3741 -0.1812  -0.14
C -0.1734 1.3169 -0.0377  -0.24
C -1.2299 1.2513 -0.9718  -0.13
C -1.3652 2.1975 -2.0056  -0.01
Be 0.0201 -0.0218 1.3818  0.11
P 1.8976 -0.9383 0.3996  0.97
H -1.2636 4.5716 -6.6950  0.11
H -0.3856 7.7473 -3.8714  0.11
H -1.4716 6.3308 -8.4606  0.11
H -0.6326 9.3652 -5.7627  0.11
H -2.1930 2.1238 -2.7177  0.12
H 1.3594 4.1425 -1.2953  0.12
H -1.9714 0.4491 -0.9033  0.08
H 1.5891 2.4683 0.5179  0.08
C 2.1996 -2.6009 1.1753  -0.50
C 3.1802 -3.5794 0.5271  -0.12
H 1.1928 -3.0577 1.2312  0.02
H 2.4690 -2.3696 2.2239  0.02
H 3.4218 -4.3893 1.2363  0.09
H 2.7468 -4.0494 -0.3703  0.08
H 4.1254 -3.0971 0.2389  0.06
C 1.7950 -1.2076 -1.4353  -0.35
C 2.8684 -0.5840 -2.3397  -0.11
H 0.7995 -0.8230 -1.7185  0.07
H 1.7338 -2.2997 -1.5762  0.07
H 2.6104 -0.7611 -3.3973  0.09
H 2.9326 0.5053 -2.1957  0.08
H 3.8687 -1.0105 -2.1657  0.07
C 3.3932 0.1225 0.7008  -0.37
C 4.7849 -0.5275 0.6726  -0.12
H 3.2077 0.5578 1.6976  0.07
H 3.3210 0.9487 -0.0287  0.07
H 5.5567 0.2464 0.8237  0.09
H 4.8938 -1.2599 1.4855  0.07
H 5.0019 -1.0321 -0.2814  0.07
Br 0.2617 -1.9495 3.2598  0.72
P -2.6688 -3.6237 -2.9170  0.98
C -0.7939 -3.6722 -2.7833  -0.46
C -0.1913 -5.0792 -2.9330  -0.18
H -0.4844 -3.2058 -1.8304  0.04
H -0.4144 -3.0254 -3.5928  0.07
H 0.8779 -5.0205 -3.1978  0.07
H -0.2722 -5.6601 -2.0021  0.06
H -0.7081 -5.6446 -3.7234  0.07
C -3.1477 -3.2944 -1.1328  -0.46
C -4.5637 -3.7690 -0.7604  -0.17
H -3.0762 -2.2017 -1.0044  0.05
H -2.3977 -3.7501 -0.4629  0.06
H -4.6418 -3.9434 0.3246  0.06
H -5.3189 -3.0176 -1.0388  0.07
H -4.8203 -4.7102 -1.2668  0.06
C -2.8702 -1.8691 -3.5555  -0.45
C -3.1353 -1.7994 -5.0682  -0.17
H -1.9788 -1.2747 -3.2852  0.06
H -3.7236 -1.4386 -3.0041  0.07
H -3.6151 -0.8444 -5.3370  0.07
H -2.2019 -1.8737 -5.6462  0.07
H -3.7962 -2.6179 -5.3911  0.06
C -1.8489 -1.1598 8.0263  -0.06
C -0.6419 -1.3912 7.1214  -0.22
N -0.8768 -0.8593 5.7678  0.01
C 0.0032 -0.0107 5.1047  -0.65
S -0.0155 0.1467 3.4195  0.73
N 0.8064 0.9494 5.6571  0.04
C 0.5587 1.6032 6.9530  -0.21
C 1.7882 1.5198 7.8493  -0.06
H -2.0725 -0.0839 8.1298  0.08
H -1.6334 -1.5785 9.0247  0.10
H -2.7336 -1.6716 7.6092  0.09
H 0.2730 -0.9539 7.5531  0.11
H -0.4660 -2.4788 7.0479  0.14
H -1.6588 -1.3429 5.2655  0.17
H 1.5393 1.4318 5.0839  0.18
H 0.3219 2.6652 6.7722  0.14
H -0.3198 1.1667 7.4457  0.11
H 2.6419 2.0250 7.3645  0.09
H 1.5703 2.0271 8.8048  0.10
H 2.0569 0.4681 8.0526  0.08

Properties
ΔE to the lowest compared entry with this formula, charge and spin: 313.2 kJ/mol
HOMO-LUMO gap: 3.26 eV
Total charge: +2
LUMO level: -8.83 eV

Entry 3:
Entry from the OMol25 dataset: a structure of composition C36H32CuN3O2STe (ωB97M-V/def2-TZVPD).

Each line ends with the Löwdin charge.
Geometry (Å):
Cu -1.7513 0.8722 0.2899  0.13
C 3.5198 1.1773 4.7475  -0.05
C 2.4182 1.4432 3.7516  -0.27
C 2.3282 2.6364 3.0470  0.02
C 1.3238 2.8774 2.1277  -0.07
C 1.3490 4.2407 1.5196  -0.30
O 1.8017 5.1722 2.1626  0.08
C 0.9363 4.4922 0.1050  -0.14
C 1.1806 3.5779 -0.9141  -0.03
C 0.8888 3.9049 -2.2272  -0.09
C 0.3419 5.1435 -2.5331  -0.09
C 0.1097 6.0647 -1.5234  -0.08
C 0.4143 5.7426 -0.2105  -0.02
C 0.2901 1.9062 1.8777  -0.29
O -0.6938 2.2269 1.1261  -0.12
C 0.4053 0.6417 2.5796  -0.06
C 1.4526 0.4920 3.5121  0.01
C -0.5021 -0.4941 2.4302  -0.17
N -1.4952 -0.5596 1.5874  0.01
C -2.3990 -1.7178 1.5801  -0.30
C -1.9510 -2.9248 0.7501  -0.46
Te -1.5929 -2.4912 -1.3422  1.29
C 0.5068 -2.2353 -1.1074  -0.54
C 1.0760 -0.9704 -1.0260  -0.14
C 2.4411 -0.8294 -0.8135  -0.08
C 3.2484 -1.9531 -0.7017  -0.09
C 2.6848 -3.2181 -0.7956  -0.09
C 1.3189 -3.3592 -1.0008  -0.16
C -0.2001 -1.6898 3.2949  -0.21
C 0.8503 -2.5155 2.8991  -0.05
C 1.1566 -3.6632 3.6101  -0.07
C 0.4262 -3.9892 4.7455  -0.08
C -0.6070 -3.1621 5.1566  -0.07
C -0.9220 -2.0180 4.4344  -0.04
H 4.1794 2.0390 4.8407  0.07
H 4.1208 0.3186 4.4406  0.08
H 3.1046 0.9538 5.7321  0.08
H 3.0568 3.4229 3.2056  0.12
H 1.6264 2.6196 -0.6784  0.11
H 1.0844 3.1909 -3.0168  0.10
H 0.1073 5.3912 -3.5609  0.10
H -0.2936 7.0416 -1.7588  0.10
H 0.2622 6.4581 0.5866  0.12
H 1.5112 -0.4153 4.0956  0.12
H -3.3504 -1.3650 1.1813  0.10
H -2.5772 -2.0666 2.5997  0.10
H -2.7289 -3.6866 0.7925  0.04
H -1.0311 -3.3498 1.1408  0.04
H 0.4524 -0.0871 -1.1021  0.06
H 2.8776 0.1573 -0.7184  0.10
H 4.3136 -1.8389 -0.5471  0.10
H 3.3065 -4.0987 -0.6899  0.10
H 0.8809 -4.3483 -1.0627  0.09
H 1.4402 -2.2301 2.0388  0.12
H 1.9686 -4.2970 3.2761  0.11
H 0.6732 -4.8761 5.3147  0.10
H -1.1701 -3.4042 6.0488  0.10
H -1.7228 -1.3732 4.7772  0.13
N -4.5625 0.6413 -1.9093  0.10
C -3.3740 0.5667 -2.5441  -0.83
S -2.0620 1.4136 -1.9191  0.76
N -3.3933 -0.1323 -3.6948  0.07
C -2.3906 -0.5443 -4.6063  -0.25
C -2.8486 -1.2076 -5.7443  -0.03
C -1.9597 -1.6985 -6.6831  -0.08
C -0.5947 -1.5380 -6.4990  -0.09
C -0.1379 -0.8594 -5.3814  -0.07
C -1.0212 -0.3589 -4.4359  -0.06
H -4.5791 1.1695 -1.0548  0.09
H -5.3347 0.0300 -2.1157  0.11
H -4.3132 -0.4237 -3.9903  0.14
H -3.9145 -1.3423 -5.8976  0.11
H -2.3399 -2.2080 -7.5584  0.11
H 0.0998 -1.9418 -7.2234  0.10
H 0.9250 -0.7125 -5.2405  0.11
H -0.6461 0.1690 -3.5769  0.04

Properties
ΔE to the lowest compared entry with this formula, charge and spin: 55.2 kJ/mol
HOMO-LUMO gap: 6.84 eV
LUMO level: -0.15 eV

Entry 4:
Entry from the OMol25 dataset: a structure of composition C21H16N5OSV at a distorted geometry (ωB97M-V/def2-TZVPD).

Each line ends with the Löwdin spin population.
Geometry (Å):
V -0.1235 0.0785 0.0099  1.03
C 3.8807 -1.5668 0.3671  0.00
C 4.6813 -0.4834 0.0509  0.00
C 4.0881 0.7410 -0.2418  0.00
C 2.7197 0.8425 -0.2150  0.00
N 1.9255 -0.2267 0.0756  -0.01
C 2.5111 -1.4020 0.3721  0.00
C 1.9633 2.0956 -0.4205  0.00
C 2.4465 3.3009 -0.8818  0.00
C 1.5617 4.3666 -0.9962  0.00
C 0.2279 4.2201 -0.6269  0.00
C -0.1871 2.9925 -0.1610  0.00
N 0.6713 1.9619 -0.0873  -0.01
C -1.5332 2.6292 0.3389  0.00
C -2.5429 3.5120 0.6213  0.00
C -3.7294 3.0302 1.1709  0.00
C -3.8659 1.6759 1.4241  0.00
C -2.8193 0.8349 1.1116  0.00
N -1.6731 1.2932 0.5715  -0.01
H 4.3056 -2.5302 0.6121  0.00
H 5.7595 -0.5821 0.0426  0.00
H 4.6979 1.6052 -0.4676  0.00
H 1.8522 -2.2245 0.6084  0.00
H 3.4858 3.4165 -1.1550  0.00
H 1.9145 5.3207 -1.3663  0.00
H -0.4602 5.0507 -0.7003  0.00
H -2.4131 4.5696 0.4366  0.00
H -4.5345 3.7146 1.4062  0.00
H -4.7695 1.2708 1.8575  0.00
H -2.8858 -0.2311 1.2727  0.00
O -0.6257 -1.5334 0.5752  0.04
N -0.9362 -2.8512 0.4349  0.00
C -0.8326 -3.4247 -0.7757  0.00
C -1.1710 -4.7521 -0.8988  0.00
C -1.6001 -5.4541 0.2224  0.00
C -1.6828 -4.8148 1.4536  0.00
C -1.3412 -3.4862 1.5501  0.00
H -0.4896 -2.7904 -1.5773  0.00
H -1.0933 -5.2241 -1.8685  0.00
H -1.8665 -6.4997 0.1360  0.00
H -2.0077 -5.3323 2.3454  0.00
H -1.3625 -2.8987 2.4548  0.00
S -1.0207 -0.1250 -4.4165  -0.03
C -0.6950 -0.0680 -2.9345  0.01
N -0.4300 -0.0218 -1.7313  -0.05

Properties
ΔE to the lowest compared entry with this formula, charge and spin: 31.9 kJ/mol
HOMO-LUMO gap (alpha / beta): 6.49 / 7.26 eV
Total charge: +3
2S+1: 2
LUMO level (alpha / beta): -11.61 / -10.85 eV

Q: Which of these has the lowest ΔE to the lowest compared entry with this formula, charge and spin?
A: C3H7O4PS

Q: What is the ΔE to the lowest compared entry with this formula, charge and spin in the third record?
A: 55.2 kJ/mol

What did the first record say?
Entry from the OMol25 dataset: a cluster of 2 separate species, C3H7O4PS in total at a distorted geometry (ωB97M-V/def2-TZVPD).

Each line ends with the natural charge from an NBO analysis.
Geometry (Å):
C 0.5992 0.1598 1.7502  -0.73
C 0.5610 0.4941 0.3359  0.36
C -0.5097 0.0274 -0.3731  -0.74
O -1.2652 -0.4999 -2.8403  -1.04
O 0.2994 1.5213 -2.7463  -1.21
O -2.1025 1.7128 -1.9037  -1.21
O 1.5935 1.2270 -0.0918  -0.71
P -0.8590 0.8918 -2.0113  2.30
S 0.3355 -3.0175 2.7065  -1.02
H -0.3748 0.3594 2.2305  0.21
H 0.6864 -0.9091 1.9861  0.30
H 1.4333 0.4694 2.2682  0.20
H 1.6065 -2.8154 2.8901  0.07
H -1.4514 -0.3766 0.0310  0.23
H 1.5743 1.2946 -1.0634  0.52
H -2.1266 -0.5391 -3.1686  0.47

Properties
ΔE to the lowest compared entry with this formula, charge and spin: 0.0 kJ/mol
HOMO-LUMO gap: 6.61 eV
Total charge: -2
LUMO level: 6.23 eV

Q: Among the records above, which one has the highest ΔE to the lowest compared entry with this formula, charge and spin?
A: C30H50BeBrN3P2S